Entry from the Open Molecules 2025 dataset: H30O15 as an isolated structure in a non-equilibrium geometry (ωB97M-V with the def2-TZVPD basis set).

```
! RIJCOSX wB97M-V def2-TZVPD def2/J DEFGRID3
* xyz 0 1
H -0.785 -0.446 -0.197
H 0.548 -0.784 -0.523
H -1.161 3.769 -1.029
H -1.560 5.065 -1.849
H 3.649 1.537 -1.897
H 3.085 1.071 -3.339
H -2.198 3.060 2.335
H -1.549 1.834 2.790
H 0.580 0.283 4.259
H 0.632 -0.251 2.808
H 4.258 -0.944 1.245
H 5.521 -0.016 1.782
H -1.849 -2.190 2.111
H -1.811 -3.591 2.681
H -5.250 -0.280 0.219
H -5.930 0.876 -0.588
H 4.887 1.739 -0.144
H 3.731 0.738 0.096
H -3.846 2.999 -0.498
H -3.241 2.071 0.629
H -2.793 -2.553 -2.937
H -3.482 -1.741 -1.800
H -1.934 -3.427 0.869
H -0.647 -4.260 0.371
H 3.182 3.501 -1.509
H 2.954 3.550 0.003
H 0.747 -3.356 -4.179
H 0.934 -3.700 -2.678
H 2.074 -3.026 1.155
H 1.915 -1.913 0.071
O -0.106 -0.057 -0.650
O -1.659 4.627 -0.997
O 2.870 1.442 -2.513
O -2.164 2.066 2.120
O 1.071 0.320 3.466
O 4.749 -0.525 2.042
O -1.160 -2.923 2.348
O -6.031 0.215 0.120
O 3.920 1.612 -0.272
O -4.087 2.337 0.168
O -3.062 -1.713 -2.690
O -1.642 -4.091 0.275
O 2.925 2.871 -0.722
O 1.218 -3.145 -3.337
O 2.499 -2.650 0.384
*
```

## Properties
Kohn-Sham gap = 7.22 eV
relative energy (zero: lowest compared OMol25 entry of this formula, charge and spin) = 909.5 kJ/mol
HOMO level = -7.91 eV
maximum force = 0.29338 hartree/bohr
total energy = -31192.2398 eV

From a natural (NBO) analysis of the wavefunction, the atomic charges in e read: 0.446 0.436 0.488 0.476 0.489 0.461 0.487 0.478 0.466 0.468 0.485 0.472 0.464 0.485 0.457 0.488 0.458 0.455 0.477 0.493 0.468 0.468 0.460 0.480 0.455 0.460 0.475 0.464 0.477 0.459 -0.881 -0.963 -0.982 -0.954 -0.933 -0.959 -0.927 -0.945 -0.900 -0.982 -0.936 -0.963 -0.895 -0.938 -0.935



Entry from the Open Molecules 2025 dataset: C2H2O3S as an isolated structure in a non-equilibrium geometry (ωB97M-V with the def2-TZVPD basis set).

```
! RIJCOSX wB97M-V def2-TZVPD def2/J DEFGRID3
* xyz 0 1
C 0.349 -1.404 0.363
C -0.362 0.271 -0.218
O 0.783 -2.431 0.716
O 0.018 -0.915 -0.871
O -0.026 -0.279 1.042
S 0.666 1.676 -0.720
H -1.425 0.508 -0.314
H -0.004 2.572 0.002
*
```

## Properties
Kohn-Sham gap = 10.89 eV
relative energy (zero: lowest compared OMol25 entry of this formula, charge and spin) = 92.4 kJ/mol
HOMO level = -10.42 eV
maximum force = 0.02663 hartree/bohr
total energy = -19083.4867 eV

From a natural (NBO) analysis of the wavefunction, the atomic charges in e read: 0.963 0.229 -0.523 -0.492 -0.495 -0.005 0.190 0.133



Entry from the Open Molecules 2025 dataset: C5H7N as an isolated structure in a non-equilibrium geometry (ωB97M-V with the def2-TZVPD basis set).

```
! RIJCOSX wB97M-V def2-TZVPD def2/J DEFGRID3
* xyz 0 1
C 0.430 -1.182 0.119
C 1.114 0.098 -0.273
C -0.024 0.994 -0.765
C 0.217 0.900 0.691
N -1.429 0.328 -0.517
C -0.751 -0.297 0.612
H 0.927 -1.649 0.970
H 0.254 -1.909 -0.684
H 2.152 0.159 -0.623
H 0.310 1.891 -1.316
H 0.165 1.724 1.400
H -2.000 -0.367 -1.034
H -1.364 -0.691 1.421
*
```

## Properties
Kohn-Sham gap = 10.01 eV
relative energy (zero: lowest compared OMol25 entry of this formula, charge and spin) = 359.8 kJ/mol
HOMO level = -8.80 eV
maximum force = 0.03081 hartree/bohr
total energy = -6784.7834 eV

From a natural (NBO) analysis of the wavefunction, the atomic charges in e read: -0.408 -0.236 -0.071 -0.252 -0.616 -0.055 0.205 0.191 0.229 0.223 0.236 0.356 0.196



Entry from the Open Molecules 2025 dataset: a 2-piece molecular cluster, C3H12N2OS overall in a non-equilibrium geometry (ωB97M-V with the def2-TZVPD basis set).

```
! RIJCOSX wB97M-V def2-TZVPD def2/J DEFGRID3
* xyz 0 1
N 1.978 -0.386 -0.155
C 0.899 0.588 -0.369
C -0.429 -0.080 -0.500
N -0.559 -0.764 -1.759
C -1.440 1.045 -0.300
S -3.334 0.417 -0.226
H 1.954 -0.441 0.927
H 2.837 0.105 -0.260
H 0.759 1.205 0.463
H 1.027 1.361 -1.142
H -0.495 -0.761 0.397
H 0.396 -0.924 -2.142
H -1.003 -1.706 -1.734
H -1.274 1.565 0.668
H -1.324 1.819 -1.086
H -3.310 0.238 -1.552
O 1.440 -1.110 3.091
H 1.015 -1.864 2.696
H 0.864 -0.308 2.985
*
```

## Properties
Kohn-Sham gap = 9.60 eV
relative energy (zero: lowest compared OMol25 entry of this formula, charge and spin) = 104.4 kJ/mol
HOMO level = -9.10 eV
maximum force = 0.05241 hartree/bohr
total energy = -19167.6594 eV

From a natural (NBO) analysis of the wavefunction, the atomic charges in e read: -0.830 -0.236 -0.086 -0.855 -0.426 -0.124 0.367 0.354 0.165 0.193 0.161 0.374 0.375 0.206 0.216 0.137 -0.946 0.480 0.475



Entry from the Open Molecules 2025 dataset: C5H11NO in the gas phase in a non-equilibrium geometry (ωB97M-V with the def2-TZVPD basis set).

```
! RIJCOSX wB97M-V def2-TZVPD def2/J DEFGRID3
* xyz 0 1
C -1.622 1.544 -1.085
C -0.851 0.812 -0.290
C -0.009 1.422 0.813
O 0.099 0.614 1.967
C -0.733 -0.686 -0.453
C 0.784 -1.650 -0.502
N 1.617 -1.470 0.632
H -1.749 2.607 -0.927
H -2.202 1.103 -1.884
H 0.989 1.647 0.402
H -0.446 2.372 1.128
H 0.672 -0.141 1.737
H -1.135 -1.156 0.440
H -1.309 -1.045 -1.302
H 1.138 -1.990 -1.480
H 0.624 -0.531 -0.958
H 1.544 -2.234 1.295
H 2.587 -1.217 0.467
*
```

## Properties
Kohn-Sham gap = 9.36 eV
relative energy (zero: lowest compared OMol25 entry of this formula, charge and spin) = 483.4 kJ/mol
HOMO level = -8.47 eV
maximum force = 0.09845 hartree/bohr
total energy = -8896.6874 eV

From a natural (NBO) analysis of the wavefunction, the atomic charges in e read: -0.388 -0.030 -0.101 -0.742 -0.453 -0.352 -0.877 0.201 0.197 0.168 0.191 0.490 0.246 0.233 0.209 0.265 0.369 0.373



Entry from the Open Molecules 2025 dataset: C10H25GaO9PS as an isolated structure (ωB97M-V with the def2-TZVPD basis set).

```
! RIJCOSX wB97M-V def2-TZVPD def2/J DEFGRID3
* xyz -1 1
O -1.118 0.577 0.551
C -1.057 -0.851 0.403
C -0.927 -1.537 1.749
C 0.299 -1.154 2.585
C 1.552 -2.007 2.301
Ga 2.713 -1.580 0.709
P 3.752 0.553 0.898
O 4.794 0.713 -0.365
O 4.869 0.605 2.069
S 2.588 2.128 0.980
H -2.004 0.856 0.335
H -1.968 -1.198 -0.096
H -0.216 -1.095 -0.247
H -0.919 -2.622 1.600
H -1.838 -1.305 2.313
H 0.498 -0.087 2.469
H 0.012 -1.300 3.634
H 2.167 -2.045 3.203
H 1.214 -3.039 2.136
H 1.909 -1.506 -0.666
H 3.922 -2.639 0.604
H 4.276 0.626 -1.172
H 5.287 1.475 2.025
C -1.542 -2.189 -4.600
O -1.194 -3.564 -4.798
C -0.680 -4.143 -3.709
O -0.520 -3.615 -2.644
O -0.368 -5.407 -4.010
C 0.225 -6.121 -2.919
H -1.935 -1.845 -5.552
H -2.299 -2.093 -3.823
H -0.666 -1.608 -4.320
H -0.462 -6.174 -2.078
H 1.147 -5.638 -2.601
H 0.432 -7.117 -3.299
C -0.146 3.980 0.786
O -1.085 5.007 0.390
C -1.832 5.496 1.361
O -1.814 5.183 2.524
O -2.645 6.432 0.837
C -3.508 7.045 1.790
H 0.386 3.695 -0.114
H 0.557 4.368 1.519
H -0.662 3.116 1.194
H -2.934 7.549 2.565
H -4.162 6.306 2.252
H -4.098 7.768 1.233
*
```

## Properties
Kohn-Sham gap = 7.14 eV
HOMO level = -4.59 eV
maximum force = 0.01352 hartree/bohr
total energy = -101706.0298 eV

From a natural (NBO) analysis of the wavefunction, the atomic charges in e read: -0.733 -0.069 -0.410 -0.407 -0.857 0.587 1.338 -1.009 -0.994 -0.781 0.457 0.143 0.204 0.194 0.182 0.221 0.176 0.206 0.189 -0.303 -0.302 0.491 0.483 -0.257 -0.502 0.970 -0.619 -0.502 -0.257 0.187 0.192 0.203 0.193 0.204 0.187 -0.265 -0.497 0.977 -0.648 -0.507 -0.253 0.216 0.199 0.213 0.188 0.188 0.185



Entry from the Open Molecules 2025 dataset: a 2-piece molecular cluster, C5H9BO overall in a non-equilibrium geometry (ωB97M-V with the def2-TZVPD basis set).

```
! RIJCOSX wB97M-V def2-TZVPD def2/J DEFGRID3
* xyz 0 1
B -0.078 -0.187 -0.307
C 0.729 -0.311 0.899
C 1.975 -0.039 0.470
C 0.775 -0.304 -1.576
C 2.187 -0.219 -1.005
C -3.130 0.317 1.130
O -2.241 1.037 0.325
H 0.567 -0.105 1.934
H 2.773 0.032 1.178
H 0.665 -1.160 -2.281
H 0.564 0.574 -2.129
H 2.574 0.690 -1.388
H 2.818 -1.029 -1.273
H -2.806 0.477 2.176
H -3.272 -0.681 0.861
H -4.101 0.907 0.987
*
```

## Properties
Kohn-Sham gap (alpha / beta) = 8.26 / 7.36 eV
relative energy (zero: lowest compared OMol25 entry of this formula, charge and spin) = 496.7 kJ/mol
HOMO level (alpha / beta) = -8.32 / -7.59 eV
maximum force = 0.07302 hartree/bohr
total energy = -8049.5457 eV

From a natural (NBO) analysis of the wavefunction, the atomic charges in e read: 1.032 -0.681 -0.015 -0.864 -0.443 -0.256 -0.674 0.244 0.209 0.269 0.262 0.226 0.232 0.138 0.154 0.165



Entry from the Open Molecules 2025 dataset: C2H2Cl2O2 in the gas phase in a non-equilibrium geometry (ωB97M-V with the def2-TZVPD basis set).

```
! RIJCOSX wB97M-V def2-TZVPD def2/J DEFGRID3
* xyz 0 1
O 0.338 0.249 -1.792
C 1.024 -0.008 -0.859
Cl 2.703 -0.031 -0.754
O 0.546 -0.062 0.521
C -0.818 0.054 0.633
Cl -1.810 -1.363 0.243
H -0.778 0.201 1.819
H -1.205 0.960 0.189
*
```

## Properties
Kohn-Sham gap = 11.51 eV
relative energy (zero: lowest compared OMol25 entry of this formula, charge and spin) = 128.7 kJ/mol
HOMO level = -10.98 eV
maximum force = 0.08970 hartree/bohr
total energy = -31245.6725 eV

From a natural (NBO) analysis of the wavefunction, the atomic charges in e read: -0.508 0.693 0.053 -0.519 -0.094 -0.042 0.214 0.204